--- w ---
Below is a 2-piece molecular cluster, C4H12 overall, with properties calculated with ωB97M-V/def2-TZVPD.

E_LUMO (spin up / spin down)   4.4 / 4.5 eV
Kohn-Sham gap (spin up / spin down)   2.87 / 11.58 eV
HOMO level (spin up / spin down)   1.50 / -7.13 eV
Spin multiplicity   2
Total charge   -1

CARTESIAN COORDINATES (ANGSTROEM)
C: 1.06 1.69 -0.29
C: -0.05 2.01 -1.47
H: 0.77 1.60 0.78
H: 1.50 0.64 -0.32
H: 1.82 2.31 -0.57
H: 0.17 1.06 -2.15
H: 0.26 2.96 -1.82
H: -0.97 1.74 -1.14
C: -0.57 -1.11 1.33
C: -0.50 -2.35 0.43
H: -0.27 -1.39 2.34
H: 0.14 -0.46 1.03
H: -1.65 -0.69 1.32
H: -1.00 -2.15 -0.54
H: -1.15 -3.16 0.91
H: 0.43 -2.69 0.15

--- x ---
Below is a 2-piece molecular cluster, C4H12 overall, with properties calculated with ωB97M-V/def2-TZVPD.

E_LUMO (spin up / spin down)   4.3 / 4.3 eV
Kohn-Sham gap (spin up / spin down)   2.72 / 11.68 eV
HOMO level (spin up / spin down)   1.54 / -7.39 eV
Spin multiplicity   2
Total charge   -1

CARTESIAN COORDINATES (ANGSTROEM)
C: -0.04 -2.00 0.64
C: -1.44 -1.92 1.24
H: -0.05 -2.43 -0.36
H: 0.48 -1.05 0.66
H: 0.66 -2.69 1.15
H: -2.13 -1.62 0.44
H: -1.79 -2.85 1.70
H: -1.54 -1.11 1.95
C: 0.43 1.38 -0.55
C: 1.10 2.51 -1.31
H: -0.17 0.82 -1.28
H: 0.89 0.81 0.24
H: -0.33 1.83 0.12
H: 0.99 3.52 -0.94
H: 0.51 2.63 -2.23
H: 2.12 2.35 -1.63

Quick look at relative energies in eV: w 1.100; x 0.000.

--- w ---
Below is a 2-piece molecular cluster, C4H12 overall, with properties calculated with ωB97M-V/def2-TZVPD.

E_LUMO (spin up / spin down)   4.4 / 4.6 eV
Kohn-Sham gap (spin up / spin down)   2.81 / 12.46 eV
HOMO level (spin up / spin down)   1.56 / -7.90 eV
Spin multiplicity   2
Total charge   -1

CARTESIAN COORDINATES (ANGSTROEM)
C: -1.43 -1.72 1.27
C: -1.18 -1.80 -0.23
H: -0.72 -1.05 1.78
H: -2.42 -1.31 1.48
H: -1.36 -2.67 1.79
H: -1.98 -1.37 -0.85
H: -1.07 -2.79 -0.70
H: -0.29 -1.24 -0.50
C: 0.57 1.83 -0.29
C: 2.04 1.65 -0.72
H: 0.24 1.15 0.49
H: 0.40 2.85 0.05
H: -0.09 1.72 -1.15
H: 2.58 2.61 -0.70
H: 2.15 1.15 -1.68
H: 2.58 1.00 -0.02

--- x ---
Below is a 2-piece molecular cluster, C4H12 overall, with properties calculated with ωB97M-V/def2-TZVPD.

E_LUMO (spin up / spin down)   4.4 / 4.4 eV
Kohn-Sham gap (spin up / spin down)   2.80 / 11.75 eV
HOMO level (spin up / spin down)   1.57 / -7.36 eV
Spin multiplicity   2
Total charge   -1

CARTESIAN COORDINATES (ANGSTROEM)
C: 1.88 0.47 -0.38
C: 1.90 1.12 1.06
H: 0.95 -0.13 -0.50
H: 1.86 1.32 -1.08
H: 2.74 -0.16 -0.62
H: 0.86 1.21 1.31
H: 2.48 2.03 0.91
H: 2.12 0.44 1.89
C: -1.27 -1.25 -0.57
C: -2.37 -0.35 -0.03
H: -0.86 -2.01 0.08
H: -1.69 -1.89 -1.37
H: -0.54 -0.63 -1.10
H: -3.34 -0.55 -0.50
H: -2.14 0.73 -0.17
H: -2.57 -0.36 1.05

--- y ---
Below is a 2-piece molecular cluster, C4H12 overall, with properties calculated with ωB97M-V/def2-TZVPD.

E_LUMO (spin up / spin down)   4.2 / 4.5 eV
Kohn-Sham gap (spin up / spin down)   2.72 / 12.37 eV
HOMO level (spin up / spin down)   1.53 / -7.90 eV
Spin multiplicity   2
Total charge   -1

CARTESIAN COORDINATES (ANGSTROEM)
C: 2.28 -1.98 -0.52
C: 0.77 -1.94 -0.34
H: 2.75 -2.79 0.06
H: 2.53 -1.94 -1.57
H: 2.71 -1.10 -0.04
H: 0.29 -1.08 -0.80
H: 0.50 -1.85 0.72
H: 0.22 -2.81 -0.67
C: -1.56 2.56 0.83
C: -1.46 1.26 0.02
H: -0.65 3.13 0.63
H: -2.40 3.11 0.40
H: -1.71 2.53 1.91
H: -0.58 0.66 0.25
H: -1.32 1.62 -1.00
H: -2.35 0.64 0.10

Quick look at relative energies in eV: w 0.106; x 0.656; y 0.000.

--- w ---
Below is a 2-piece molecular cluster, C4H12 overall, with properties calculated with ωB97M-V/def2-TZVPD.

E_LUMO (spin up / spin down)   4.2 / 4.5 eV
Kohn-Sham gap (spin up / spin down)   2.69 / 12.14 eV
HOMO level (spin up / spin down)   1.50 / -7.67 eV
Spin multiplicity   2
Total charge   -1

CARTESIAN COORDINATES (ANGSTROEM)
C: 0.05 0.92 2.65
C: -0.92 0.03 1.91
H: 0.15 0.92 3.73
H: 1.06 0.62 2.26
H: -0.07 2.01 2.45
H: -0.45 -0.73 1.23
H: -1.36 0.77 1.26
H: -1.72 -0.43 2.53
C: 0.19 -0.74 -1.50
C: 0.57 -0.21 -2.94
H: 0.66 -1.70 -1.43
H: 0.44 -0.06 -0.69
H: -0.90 -1.00 -1.50
H: 0.47 0.85 -3.15
H: 0.21 -0.93 -3.66
H: 1.62 -0.31 -3.14

--- x ---
Below is a 2-piece molecular cluster, C4H12 overall, with properties calculated with ωB97M-V/def2-TZVPD.

E_LUMO (spin up / spin down)   4.4 / 4.4 eV
Kohn-Sham gap (spin up / spin down)   2.83 / 12.01 eV
HOMO level (spin up / spin down)   1.60 / -7.58 eV
Spin multiplicity   2
Total charge   -1

CARTESIAN COORDINATES (ANGSTROEM)
C: -0.95 -1.57 -1.41
C: -1.74 -0.57 -0.58
H: 0.12 -1.34 -1.43
H: -1.01 -2.58 -1.00
H: -1.28 -1.61 -2.45
H: -2.18 0.26 -1.13
H: -1.13 -0.16 0.22
H: -2.59 -1.05 -0.06
C: 1.84 0.52 0.80
C: 0.87 1.63 1.17
H: 1.66 -0.40 1.38
H: 1.83 0.24 -0.25
H: 2.88 0.82 0.96
H: 0.62 1.60 2.23
H: -0.10 1.57 0.68
H: 1.29 2.62 0.97

Quick look at relative energies in eV: w 0.582; x 0.000.

--- w ---
Below is a 2-piece molecular cluster, C4H12 overall, with properties calculated with ωB97M-V/def2-TZVPD.

E_LUMO (spin up / spin down)   4.3 / 4.3 eV
Kohn-Sham gap (spin up / spin down)   2.73 / 11.60 eV
HOMO level (spin up / spin down)   1.54 / -7.33 eV
Spin multiplicity   2
Total charge   -1

CARTESIAN COORDINATES (ANGSTROEM)
C: -0.35 -0.13 2.66
C: -0.93 0.83 1.63
H: -0.60 -0.01 3.72
H: -0.64 -1.15 2.36
H: 0.74 -0.18 2.62
H: -1.97 1.09 1.78
H: -0.98 0.28 0.67
H: -0.21 1.58 1.32
C: 0.52 -0.29 -1.33
C: 0.72 -0.28 -2.85
H: 1.19 0.35 -0.75
H: -0.48 0.09 -1.12
H: 0.66 -1.32 -1.00
H: 1.42 0.49 -3.15
H: -0.19 -0.10 -3.43
H: 1.10 -1.26 -3.15

--- x ---
Below is a 2-piece molecular cluster, C4H12 overall, with properties calculated with ωB97M-V/def2-TZVPD.

E_LUMO (spin up / spin down)   4.4 / 4.5 eV
Kohn-Sham gap (spin up / spin down)   2.83 / 12.47 eV
HOMO level (spin up / spin down)   1.52 / -8.01 eV
Spin multiplicity   2
Total charge   -1

CARTESIAN COORDINATES (ANGSTROEM)
C: 2.38 -0.22 1.50
C: 2.47 -1.52 0.69
H: 3.22 0.45 1.32
H: 1.40 0.22 1.34
H: 2.36 -0.43 2.58
H: 1.45 -1.92 0.59
H: 3.18 -2.25 1.09
H: 2.81 -1.29 -0.33
C: -2.33 0.33 -1.65
C: -2.46 1.39 -0.54
H: -1.52 0.59 -2.33
H: -2.25 -0.67 -1.25
H: -3.25 0.37 -2.25
H: -1.69 1.25 0.22
H: -3.43 1.31 -0.05
H: -2.35 2.41 -0.93

--- y ---
Below is a 2-piece molecular cluster, C4H12 overall, with properties calculated with ωB97M-V/def2-TZVPD.

E_LUMO (spin up / spin down)   4.3 / 4.5 eV
Kohn-Sham gap (spin up / spin down)   2.71 / 11.79 eV
HOMO level (spin up / spin down)   1.56 / -7.33 eV
Spin multiplicity   2
Total charge   -1

CARTESIAN COORDINATES (ANGSTROEM)
C: 1.08 -1.59 -0.69
C: 2.21 -0.85 0.01
H: 0.14 -1.02 -0.58
H: 1.26 -1.69 -1.75
H: 0.94 -2.60 -0.29
H: 2.60 -0.12 -0.72
H: 2.04 -0.30 0.92
H: 3.09 -1.50 0.19
C: -1.51 0.51 0.59
C: -1.89 1.90 0.14
H: -0.51 0.14 0.39
H: -1.28 0.38 1.66
H: -2.28 -0.15 0.18
H: -1.11 2.67 0.28
H: -2.74 2.36 0.62
H: -2.05 1.86 -0.94

Quick look at relative energies in eV: w 0.480; x 0.000; y 0.592.